Record 1
{"formula": "C6H11NO", "method": "wB97M-V/def2-TZVPD", "total_energy_ev": -9935.676, "smiles": "C=C(C)C[C@H](N)C=O", "gap_ev": 9.93, "spin_multiplicity": 1, "charge": 0, "lumo_energy_ha": 0.033, "relative_energy_kcal_mol": 64.1, "elements": ["O", "C", "C", "C", "C", "C", "C", "N", "H", "H", "H", "H", "H", "H", "H", "H", "H", "H", "H"], "coordinates": [[1.288, 3.234, 0.633], [1.353, 2.204, -0.014], [0.242, 1.072, -0.257], [0.694, -0.434, -0.157], [-0.313, -1.294, 0.593], [0.088, -2.006, 1.694], [-1.737, -1.199, 0.097], [-0.059, 1.357, -1.675], [2.109, 2.239, -0.745], [-0.623, 1.234, 0.521], [1.652, -0.418, 0.388], [1.004, -0.800, -1.134], [-0.662, -2.490, 2.443], [1.100, -1.980, 2.036], [-2.445, -0.831, 0.806], [-1.980, -2.287, -0.156], [-1.835, -0.771, -0.831], [-0.376, 2.320, -1.851], [0.498, 0.849, -2.389]]}

***

Record 2
{"formula": "C48H132N12O12", "method": "wB97M-V/def2-TZVPD", "total_energy_ev": -94351.312, "gap_ev": [8.75, 3.23], "s2": 0.7574, "spin_multiplicity": 2, "charge": 1, "lumo_energy_ha": [-0.067, -0.270], "relative_energy_kcal_mol": 0.0, "elements": ["C", "C", "C", "O", "C", "N", "H", "H", "H", "H", "H", "H", "H", "H", "H", "H", "H", "C", "C", "C", "O", "C", "N", "H", "H", "H", "H", "H", "H", "H", "H", "H", "H", "H", "C", "C", "C", "O", "C", "N", "H", "H", "H", "H", "H", "H", "H", "H", "H", "H", "H", "C", "C", "C", "O", "C", "N", "H", "H", "H", "H", "H", "H", "H", "H", "H", "H", "H", "C", "C", "C", "O", "C", "N", "H", "H", "H", "H", "H", "H", "H", "H", "H", "H", "H", "C", "C", "C", "O", "C", "N", "H", "H", "H", "H", "H", "H", "H", "H", "H", "H", "H", "C", "C", "C", "O", "C", "N", "H", "H", "H", "H", "H", "H", "H", "H", "H", "H", "H", "C", "C", "C", "O", "C", "N", "H", "H", "H", "H", "H", "H", "H", "H", "H", "H", "H", "C", "C", "C", "O", "C", "N", "H", "H", "H", "H", "H", "H", "H", "H", "H", "H", "H", "C", "C", "C", "O", "C", "N", "H", "H", "H", "H", "H", "H", "H", "H", "H", "H", "H", "C", "C", "C", "O", "C", "N", "H", "H", "H", "H", "H", "H", "H", "H", "H", "H", "H", "C", "C", "C", "O", "C", "N", "H", "H", "H", "H", "H", "H", "H", "H", "H", "H", "H"], "coordinates": [[4.264, -5.775, 0.479], [3.007, -4.914, 0.068], [3.318, -4.360, -1.372], [4.523, -3.649, -1.362], [5.093, -3.434, -2.677], [1.839, -5.724, 0.067], [5.148, -5.154, 0.627], [4.582, -6.530, -0.241], [4.099, -6.315, 1.412], [3.039, -4.118, 0.811], [2.504, -3.761, -1.779], [3.399, -5.257, -1.986], [6.094, -3.018, -2.561], [4.563, -2.729, -3.317], [5.257, -4.380, -3.192], [0.984, -5.245, 0.309], [1.959, -6.438, 0.772], [2.053, 5.423, 0.316], [1.259, 4.199, -0.207], [1.783, 3.763, -1.657], [1.699, 4.828, -2.631], [2.268, 4.411, -3.879], [1.378, 3.091, 0.718], [1.945, 5.630, 1.380], [1.866, 6.355, -0.218], [3.109, 5.242, 0.119], [0.203, 4.460, -0.273], [1.213, 2.912, -2.030], [2.811, 3.433, -1.505], [3.355, 4.378, -3.802], [1.993, 5.134, -4.648], [1.908, 3.420, -4.154], [2.333, 2.804, 0.876], [0.818, 2.271, 0.534], [3.441, 2.592, 3.372], [4.422, 3.088, 2.256], [5.882, 3.139, 2.735], [6.086, 4.106, 3.792], [7.505, 4.205, 4.071], [4.234, 2.171, 1.170], [3.907, 1.752, 3.888], [2.451, 2.253, 3.068], [3.329, 3.233, 4.246], [4.092, 4.055, 1.876], [6.449, 3.391, 1.839], [6.295, 2.176, 3.038], [8.038, 3.265, 4.212], [7.676, 4.827, 4.950], [8.037, 4.646, 3.228], [5.188, 2.091, 0.848], [4.110, 1.277, 1.623], [-1.004, -1.765, 7.370], [0.151, -1.350, 6.375], [-0.296, -0.297, 5.401], [-1.157, -0.812, 4.383], [-1.618, 0.248, 3.506], [1.253, -0.918, 7.237], [-0.734, -2.603, 8.012], [-1.854, -2.018, 6.737], [-1.256, -0.928, 8.021], [0.505, -2.250, 5.873], [0.646, 0.072, 4.996], [-0.866, 0.450, 5.952], [-0.845, 0.797, 2.969], [-2.228, 0.983, 4.031], [-2.267, -0.185, 2.745], [1.878, -0.310, 6.727], [1.000, -0.266, 7.965], [0.821, 1.013, -7.131], [0.951, -0.378, -6.508], [1.400, -0.215, -5.074], [2.596, 0.501, -4.933], [3.061, 0.677, -3.623], [-0.399, -0.986, -6.488], [1.730, 1.572, -6.906], [0.052, 1.602, -6.632], [0.589, 1.018, -8.196], [1.660, -0.938, -7.118], [1.543, -1.178, -4.585], [0.671, 0.382, -4.526], [3.174, -0.282, -3.117], [2.307, 1.228, -3.061], [4.018, 1.197, -3.563], [-0.770, -1.209, -7.400], [-1.082, -0.490, -5.933], [-2.609, -7.277, -2.186], [-2.322, -5.858, -2.707], [-1.966, -4.796, -1.601], [-1.469, -3.581, -2.213], [-2.419, -2.882, -2.967], [-1.292, -5.986, -3.752], [-3.367, -7.249, -1.403], [-1.718, -7.750, -1.771], [-2.928, -7.906, -3.017], [-3.220, -5.499, -3.210], [-1.254, -5.299, -0.946], [-2.846, -4.650, -0.975], [-2.950, -3.536, -3.660], [-1.909, -2.188, -3.634], [-3.133, -2.331, -2.354], [-0.742, -5.142, -3.820], [-0.637, -6.707, -3.485], [1.768, -0.671, -0.384], [0.347, -1.007, 0.135], [-0.824, -0.324, -0.659], [-0.603, 1.098, -0.650], [-1.734, 1.799, -1.236], [0.058, -2.417, 0.091], [2.468, -1.472, -0.147], [2.147, 0.318, -0.124], [1.906, -0.652, -1.465], [0.279, -0.728, 1.186], [-1.752, -0.609, -0.162], [-0.783, -0.633, -1.703], [-2.582, 1.775, -0.551], [-2.054, 1.457, -2.220], [-1.375, 2.824, -1.325], [0.089, -2.761, -0.858], [-0.814, -2.683, 0.525], [-1.347, 6.052, 4.153], [-1.051, 4.757, 3.429], [-1.684, 4.704, 2.024], [-3.086, 4.425, 2.184], [-3.731, 4.404, 0.949], [0.394, 4.688, 3.340], [-1.073, 5.998, 5.207], [-2.434, 6.083, 4.220], [-0.951, 7.016, 3.835], [-1.309, 3.951, 4.115], [-1.222, 3.979, 1.354], [-1.460, 5.613, 1.466], [-4.788, 4.144, 0.985], [-3.316, 3.681, 0.246], [-3.600, 5.393, 0.509], [0.739, 5.428, 2.745], [0.711, 3.876, 2.829], [8.187, -1.396, 1.228], [7.097, -0.616, 1.917], [5.724, -1.328, 1.749], [4.695, -0.550, 2.450], [3.621, -1.373, 2.887], [7.410, -0.432, 3.318], [8.041, -1.400, 0.148], [8.244, -2.450, 1.501], [9.191, -1.085, 1.519], [7.042, 0.354, 1.424], [5.834, -2.352, 2.106], [5.389, -1.365, 0.713], [3.233, -2.050, 2.125], [2.889, -0.656, 3.259], [3.928, -1.967, 3.747], [6.558, -0.077, 3.727], [7.381, -1.347, 3.745], [-0.630, -4.472, 4.770], [-0.718, -4.009, 3.292], [-2.193, -3.598, 2.966], [-2.225, -3.108, 1.621], [-3.595, -3.053, 1.101], [0.175, -2.884, 3.231], [-1.133, -3.814, 5.479], [0.404, -4.536, 5.109], [-1.069, -5.464, 4.870], [-0.392, -4.770, 2.584], [-2.674, -2.896, 3.647], [-2.760, -4.528, 2.965], [-4.018, -4.049, 0.970], [-3.613, -2.585, 0.117], [-4.187, -2.452, 1.791], [0.256, -2.596, 2.266], [-0.195, -2.023, 3.606], [-6.324, 4.284, -6.877], [-6.760, 4.149, -5.431], [-5.597, 4.524, -4.412], [-5.847, 3.914, -3.122], [-4.675, 3.497, -2.362], [-8.063, 4.862, -5.286], [-6.042, 5.312, -7.105], [-7.108, 3.975, -7.568], [-5.501, 3.601, -7.090], [-6.976, 3.099, -5.235], [-5.583, 5.579, -4.140], [-4.642, 4.228, -4.847], [-3.897, 4.258, -2.413], [-4.264, 2.611, -2.846], [-4.870, 3.278, -1.313], [-8.330, 4.798, -4.314], [-7.809, 5.827, -5.441], [-6.716, -2.333, -2.776], [-6.587, -1.902, -1.294], [-5.738, -0.741, -1.027], [-5.724, -0.513, 0.325], [-4.810, 0.496, 0.660], [-8.007, -1.616, -0.879], [-7.566, -2.961, -3.047], [-5.806, -2.881, -3.019], [-6.697, -1.383, -3.310], [-6.286, -2.835, -0.816], [-6.198, 0.014, -1.665], [-4.752, -0.926, -1.452], [-3.833, 0.210, 0.271], [-4.528, 0.596, 1.708], [-5.135, 1.485, 0.335], [-8.198, -0.718, -1.300], [-8.016, -1.308, 0.083]]}

***

Record 3
{"formula": "C14H16Br2N2", "method": "wB97M-V/def2-TZVPD", "total_energy_ev": -157840.392, "smiles": "CC(C)=CN1CCC/C1=N\\c1ccc(Br)cc1Br", "gap_ev": 8.89, "spin_multiplicity": 1, "charge": 0, "lumo_energy_ha": 0.024, "elements": ["Br", "Br", "N", "C", "C", "C", "C", "C", "C", "C", "C", "C", "N", "C", "C", "C", "C", "C", "H", "H", "H", "H", "H", "H", "H", "H", "H", "H", "H", "H", "H", "H", "H", "H"], "coordinates": [[-1.273, 5.077, -3.621], [2.446, 0.769, -2.300], [0.191, 0.315, -0.099], [1.687, -1.150, 1.767], [1.043, -2.350, 1.470], [0.533, 0.777, 1.051], [-1.866, 2.958, -1.675], [0.276, 2.762, -2.920], [-1.424, 1.852, -0.956], [-0.913, 3.483, -2.616], [0.709, 1.577, -2.177], [-0.117, 1.275, -1.103], [1.035, 0.014, 2.071], [-0.353, -2.453, 2.066], [1.773, -3.345, 0.560], [0.656, 2.244, 1.453], [1.542, 0.761, 3.207], [1.626, 2.245, 2.623], [2.795, -1.061, 1.485], [-2.746, 3.555, -1.400], [0.871, 3.255, -3.733], [-1.966, 1.473, -0.062], [-0.647, -1.736, 2.902], [-1.121, -2.231, 1.246], [-0.553, -3.454, 2.445], [1.706, -4.257, 1.059], [2.680, -2.878, 0.223], [1.347, -3.507, -0.436], [1.063, 2.940, 0.632], [-0.338, 2.526, 1.724], [0.780, 0.655, 3.942], [2.540, 0.495, 3.574], [2.640, 2.447, 2.296], [1.368, 2.958, 3.295]]}

***

- Number 3 is which compound?
  C14H16Br2N2